{"formula": "C24H46O7", "method": "ωB97M-V with the def2-TZVPD basis set", "elements": ["C", "C", "C", "C", "C", "C", "C", "C", "C", "C", "C", "C", "C", "C", "C", "C", "O", "C", "O", "O", "C", "O", "H", "H", "H", "H", "H", "H", "H", "H", "H", "H", "H", "H", "H", "H", "H", "H", "H", "H", "H", "H", "H", "H", "H", "H", "H", "H", "H", "H", "C", "C", "O", "H", "H", "H", "H", "H", "H", "C", "C", "O", "H", "H", "H", "H", "H", "H", "C", "C", "O", "H", "H", "H", "H", "H", "H"], "positions_angstrom": [[-1.5255, 4.7337, 4.0376], [-2.0794, 5.7356, 3.0174], [-1.8740, 5.3290, 1.5518], [-0.6487, 5.9845, 0.9024], [0.6763, 5.4140, 1.4326], [1.8116, 5.4581, 0.4141], [1.8770, 4.2751, -0.5627], [1.6707, 2.8851, 0.0617], [2.6103, 1.8353, -0.5291], [2.1832, 0.3737, -0.2918], [1.4747, 0.1299, 1.0431], [1.3987, -1.3164, 1.3719], [0.5702, -2.2635, 0.9293], [-0.5914, -2.0842, 0.0194], [-1.7584, -1.4134, 0.7819], [-3.0277, -2.1412, 0.9253], [-2.8514, -1.0527, -0.0165], [1.0040, -3.5537, 1.5132], [0.6384, -4.6562, 1.2661], [2.0125, -3.2956, 2.4170], [2.3559, -1.9581, 2.3077], [3.2900, -1.5035, 2.8763], [-1.5704, 3.7163, 3.6570], [-0.4909, 4.9490, 4.3004], [-2.0882, 4.7748, 4.9682], [-3.1502, 5.8258, 3.1942], [-1.6394, 6.7148, 3.1982], [-2.7598, 5.6042, 0.9784], [-1.7767, 4.2455, 1.4758], [-0.7070, 7.0473, 1.1342], [-0.7064, 5.8679, -0.1799], [0.4921, 4.4098, 1.8060], [0.9783, 6.0005, 2.3017], [2.7692, 5.5435, 0.9273], [1.7036, 6.3672, -0.1791], [2.8666, 4.2858, -1.0230], [1.1747, 4.4187, -1.3829], [0.6387, 2.5774, -0.1033], [1.8614, 2.9453, 1.1300], [3.5982, 1.9533, -0.0817], [2.7248, 2.0047, -1.5979], [1.5657, 0.0399, -1.1254], [3.0749, -0.2539, -0.2987], [0.4658, 0.5382, 1.0240], [2.0077, 0.6417, 1.8429], [-0.3503, -1.4336, -0.8197], [-0.9714, -3.0379, -0.3296], [-1.4800, -0.7488, 1.6015], [-3.6985, -1.8438, 1.7186], [-3.1058, -3.1104, 0.4550], [-2.0890, -2.7715, -3.5800], [-1.9198, -1.2692, -3.4855], [-0.5774, -0.9179, -3.1554], [-1.8268, -3.2518, -2.6362], [-3.1173, -3.0387, -3.8324], [-1.4212, -3.1690, -4.3438], [-2.5524, -0.8518, -2.7033], [-2.1927, -0.7960, -4.4356], [-0.0085, -1.2729, -3.8478], [-1.0534, -3.8269, -8.1641], [-1.0877, -2.6762, -7.1765], [-0.0348, -2.7835, -6.2136], [-1.1429, -4.7782, -7.6396], [-1.8661, -3.7477, -8.8871], [-0.1085, -3.8374, -8.7121], [-2.0213, -2.6783, -6.6162], [-1.0056, -1.7175, -7.6983], [0.7980, -2.7697, -6.6946], [0.4967, -5.8838, 5.1604], [1.9189, -5.5277, 5.5566], [2.8090, -5.5732, 4.4506], [0.4662, -6.8771, 4.7127], [-0.1693, -5.8672, 6.0252], [0.1151, -5.1770, 4.4194], [2.3012, -6.2427, 6.2843], [1.9480, -4.5331, 6.0175], [2.4930, -4.9363, 3.8009]], "spin_multiplicity": 1, "energy_ev": -39965.21827, "largest_force_ev_per_a": 1.13, "smiles": "CCCCCCCCCCCC1=C(C[C@@H]2CO2)C(=O)OC1=O.CCO.CCO.CCO", "e_lumo_ev": -0.675, "gap_ev": 9.1, "homo_ev": -9.7}



{"formula": "C24H47BI2N4O8", "method": "ωB97M-V with the def2-TZVPD basis set", "elements": ["C", "C", "C", "C", "C", "O", "I", "C", "C", "C", "C", "C", "I", "B", "C", "O", "C", "O", "O", "H", "H", "H", "H", "H", "H", "H", "H", "H", "H", "H", "H", "H", "H", "H", "H", "H", "H", "H", "C", "O", "N", "C", "C", "H", "H", "H", "H", "H", "H", "H", "C", "O", "N", "C", "C", "H", "H", "H", "H", "H", "H", "H", "C", "O", "N", "C", "C", "H", "H", "H", "H", "H", "H", "H", "C", "O", "N", "C", "C", "H", "H", "H", "H", "H", "H", "H"], "positions_angstrom": [[5.2409, -0.9256, 1.3701], [4.3328, -2.0901, 0.5848], [3.4854, -1.5014, -0.6891], [4.1600, -0.2708, -1.5362], [5.6325, -0.7454, -2.1439], [6.0869, -2.0159, -2.1167], [7.0128, 0.7024, -3.1334], [1.9844, -1.2642, 0.0069], [0.8732, -1.1873, -1.2404], [0.7119, 0.4328, -1.4254], [-0.0831, 0.8938, -2.7912], [-0.6019, 2.4563, -2.4978], [-0.4523, 3.7656, -4.2481], [-0.4960, -2.0332, -0.8143], [-1.4922, -2.7891, -1.9194], [-0.8145, -2.0561, 0.6513], [1.7391, -2.0666, -2.3191], [1.3615, -2.5056, -3.5437], [3.0945, -2.4354, -1.7911], [6.3620, -1.1082, 1.0828], [5.0860, -1.0516, 2.5471], [4.9001, 0.1655, 1.1203], [3.6749, -2.5809, 1.4299], [5.0428, -2.9618, 0.1865], [3.5274, 0.0676, -2.4870], [4.3213, 0.7188, -0.9069], [1.8857, -0.4166, 0.8083], [1.7689, -2.3730, 0.3927], [1.7068, 1.0460, -1.3667], [0.0404, 0.8163, -0.5163], [-0.9893, 0.1840, -3.0285], [0.6360, 0.9277, -3.7378], [0.1615, 2.8741, -1.6842], [-1.6633, 2.4917, -1.9873], [-1.8876, -2.0479, -2.7420], [-0.9378, -3.6734, -2.4780], [-2.4175, -3.2739, -1.3490], [-1.8004, -2.1838, 0.7859], [0.6411, -0.0260, 4.3993], [1.4406, -0.5810, 3.6564], [-0.6818, -0.3798, 4.5575], [-1.5635, 0.3307, 5.4596], [-1.2086, -1.4960, 3.7997], [0.9353, 0.8347, 5.0223], [-1.9421, -0.3705, 6.2087], [-2.3983, 0.7432, 4.8857], [-1.0371, 1.1455, 5.9640], [-0.6381, -2.3962, 4.0477], [-1.0918, -1.2884, 2.7317], [-2.2654, -1.6550, 4.0302], [-3.3053, -1.5710, 8.5234], [-2.7497, -1.8529, 7.4695], [-2.6947, -1.5106, 9.7578], [-3.4257, -1.1682, 10.9596], [-1.2787, -1.7978, 9.8587], [-4.3815, -1.3348, 8.5621], [-2.9823, -0.2701, 11.3990], [-3.3522, -1.9994, 11.6667], [-4.4793, -0.9771, 10.7383], [-0.7264, -1.0933, 9.2295], [-1.0943, -2.8135, 9.4957], [-0.9396, -1.7101, 10.8945], [-4.7780, -2.9598, -4.0381], [-4.4773, -1.9304, -3.4474], [-4.4238, -3.2708, -5.3335], [-4.8211, -4.5138, -5.9603], [-3.6298, -2.3273, -6.0931], [-5.3802, -3.7465, -3.5545], [-3.9228, -5.0654, -6.2519], [-5.4186, -4.2867, -6.8479], [-5.4133, -5.1278, -5.2763], [-2.6846, -2.1542, -5.5698], [-4.1724, -1.3795, -6.1626], [-3.4296, -2.7110, -7.0971], [1.4827, 7.8901, -3.9152], [1.7834, 8.9195, -3.3245], [1.8369, 7.5792, -5.2106], [1.4396, 6.3361, -5.8374], [2.6309, 8.5226, -5.9702], [0.8805, 7.1034, -3.4316], [2.3379, 5.7846, -6.1290], [0.8421, 6.5632, -6.7250], [0.8474, 5.7221, -5.1534], [3.5761, 8.6957, -5.4469], [2.0883, 9.4704, -6.0397], [2.8311, 8.1389, -6.9742]], "spin_multiplicity": 1, "energy_ev": -64862.41109, "largest_force_ev_per_a": 9.33, "smiles": "CC[C@]1(CC(=O)I)C[C@](CCCI)(B(C)O)C(=O)O1.CN(C)C=O.CN(C)C=O.CN(C)C=O.CN(C)C=O", "e_lumo_ev": 0.049, "gap_ev": 9.0, "homo_ev": -8.9}